[1]
{
  "formula": "C3H3Br3O",
  "method": "ωB97M-V with the def2-TZVPD basis set",
  "total_energy_ha": -7913.24467,
  "gap_ev": [7.94, 7.89],
  "e_homo_ev": [-8.8, -9.0],
  "symbols": ["C", "C", "C", "O", "Br", "Br", "Br", "H", "H", "H"],
  "positions_angstrom": [[-1.5179, -0.9465, -0.8720], [-0.3941, 0.0001, 0.1478], [1.0276, 0.1328, -0.0573], [1.7055, 0.0725, 1.0996], [-3.3020, -0.8217, -0.3940], [-1.1887, 1.2003, 1.2822], [1.6284, 1.9181, -0.9659], [-0.9617, -1.7595, -1.3234], [1.4355, -0.6980, -0.5134], [1.5674, 0.9019, 1.5965]],
  "lowdin_charge": [-0.5448, -0.7097, -0.8263, -0.1011, 0.6734, 0.7736, 0.5517, 0.0205, 0.0872, 0.0755]
}

[2]
{
  "formula": "C5H7NO",
  "method": "ωB97M-V with the def2-TZVPD basis set",
  "total_energy_ha": -324.54214,
  "gap_ev": [7.26, 7.26],
  "e_homo_ev": [-7.3, -7.3],
  "symbols": ["C", "C", "C", "N", "C", "O", "C", "H", "H", "H", "H", "H", "H", "H"],
  "positions_angstrom": [[-1.9703, 0.4724, -0.5751], [-0.3163, -0.0143, 0.4112], [0.6699, 0.9756, 0.2846], [1.8397, 0.3352, 0.3853], [1.6438, -1.1211, 0.3471], [2.5875, -1.8811, 0.4891], [0.2213, -1.2910, 0.2679], [-2.1858, 0.6441, -1.6480], [-2.3178, 1.2974, 0.0419], [-2.3974, -0.4742, -0.2613], [0.5619, 2.0268, 0.0490], [2.7506, 0.7589, 0.5060], [-0.2713, -2.2268, 0.4965], [-0.8158, 0.4980, -0.7942]],
  "lowdin_charge": [0.0174, -0.1812, -0.1239, 0.1116, -0.4849, 0.0106, -0.0584, 0.0934, 0.0777, 0.0752, 0.1304, 0.1553, 0.1000, 0.0767]
}

[3]
{
  "formula": "C4H4O",
  "method": "ωB97M-V with the def2-TZVPD basis set",
  "total_energy_ha": -229.87134,
  "gap_ev": 9.24,
  "e_homo_ev": -8.5,
  "symbols": ["C", "C", "C", "C", "O", "H", "H", "H", "H"],
  "positions_angstrom": [[0.8576, 1.3486, 0.0567], [1.7275, 0.3970, 1.5904], [-0.0507, -0.8251, 0.6383], [0.0618, 0.3497, -0.2840], [1.0683, -0.7149, 1.5533], [1.1830, 2.3938, -0.2859], [-1.0322, -0.8864, 1.2225], [0.0130, -1.8170, 0.0455], [-0.6516, 0.2170, -1.0069]],
  "lowdin_charge": [0.0093, 0.1038, -0.1860, -0.2096, -0.1654, 0.0872, 0.1482, 0.1486, 0.0639]
}